# 1
ORCA calculation (ωB97M-V/def2-TZVPD) on C29H38CuN4O2P2 as an isolated structure in a non-equilibrium geometry.

Values from the calculation:
2S+1: 2
LUMO level (spin up / spin down): -0.65 / -1.26 eV
Largest force on an atom: 4.13 eV/A
Relative energy (zero: lowest compared OMol25 entry of this formula, charge and spin): 154.43 kcal per mole
HOMO energy (spin up / spin down): -0.2623 / -0.2610 Ha
Energy: -103952.845 eV
Net charge: 0

Geometry (Å):
Cu (-0.331, 1.967, -3.385)
C (-1.573, 1.355, -6.061)
C (-1.432, 0.035, -5.968)
C (-0.590, -0.803, -6.915)
C (0.836, -0.255, -7.271)
C (1.476, 0.492, -6.144)
C (1.158, 1.737, -5.755)
C (0.404, 2.727, -6.554)
C (-0.947, 2.163, -7.131)
C (0.550, 1.492, -1.004)
H (-2.343, 1.863, -5.490)
H (-2.230, -0.540, -5.505)
H (-1.116, -0.914, -7.890)
H (-0.465, -1.829, -6.511)
H (1.457, -1.137, -7.511)
H (0.771, 0.304, -8.213)
H (2.334, -0.044, -5.710)
H (1.576, 2.155, -4.851)
H (1.015, 3.107, -7.397)
H (0.219, 3.579, -5.883)
H (-1.569, 3.039, -7.393)
H (-0.716, 1.561, -8.039)
H (-0.359, 1.514, -0.398)
H (1.202, 2.367, -0.993)
H (1.024, 0.504, -0.764)
P (1.453, -0.584, -2.521)
P (-1.739, -0.872, -2.161)
N (2.973, 0.613, -3.182)
N (2.530, -1.705, -1.886)
N (-2.678, 0.445, -2.787)
N (-3.102, -1.817, -1.806)
C (0.541, -1.596, -3.753)
C (-0.970, -1.906, -3.465)
C (2.821, 1.988, -3.046)
C (3.902, 2.686, -3.584)
C (4.836, 1.685, -4.020)
C (4.258, 0.444, -3.718)
C (3.312, -1.350, -0.765)
C (4.087, -2.438, -0.380)
C (3.784, -3.512, -1.293)
C (2.833, -3.035, -2.184)
C (-2.057, 1.764, -2.350)
C (-2.904, 2.775, -2.961)
C (-3.802, 2.151, -3.829)
C (-3.622, 0.743, -3.736)
C (-4.372, -2.015, -2.368)
C (-4.995, -2.983, -1.596)
C (-4.053, -3.419, -0.584)
C (-2.885, -2.759, -0.780)
H (1.045, -2.584, -3.788)
H (0.627, -1.082, -4.732)
H (-1.608, -1.826, -4.359)
H (-1.059, -2.941, -3.086)
H (1.902, 2.419, -2.704)
H (3.994, 3.765, -3.634)
H (5.804, 1.862, -4.487)
H (4.680, -0.531, -3.903)
H (3.256, -0.356, -0.369)
H (4.821, -2.442, 0.425)
H (4.277, -4.492, -1.322)
H (2.378, -3.532, -3.023)
H (-1.908, 1.749, -1.269)
H (-2.798, 3.846, -2.748)
H (-4.487, 2.628, -4.523)
H (-4.199, -0.028, -4.266)
H (-4.733, -1.416, -3.202)
H (-5.977, -3.377, -1.775)
H (-4.186, -4.136, 0.202)
H (-1.921, -2.796, -0.277)
C (-0.989, -1.598, 2.240)
C (-0.981, -0.905, 0.876)
O (-1.694, 0.118, 0.662)
O (-0.286, -1.565, -0.009)
H (-1.310, -0.939, 3.039)
H (0.027, -1.926, 2.453)
H (-1.618, -2.496, 2.256)



# 2
ORCA calculation (ωB97M-V/def2-TZVPD) on a 5-piece molecular cluster, C29H38FN5O2 overall in a non-equilibrium geometry.

Values from the calculation:
LUMO level: 0.53 eV
Largest force on an atom: 8.67 eV/A
SMILES: CCCN[C@@H](CCCF)OC(C)=O.c1ccncc1.c1ccncc1.c1ccncc1.c1ccncc1
HOMO energy: -0.3432 Ha
Energy: -44946.169 eV
Net charge: 0

Geometry (Å):
C (0.755, -4.349, 1.722)
C (-0.450, -3.620, 0.882)
C (-1.588, -2.877, 1.796)
N (-1.057, -2.047, 2.942)
C (-0.291, -0.808, 2.427)
C (-0.632, 0.389, 3.492)
C (0.584, 1.437, 3.800)
C (0.544, 1.712, 5.450)
F (1.215, 0.523, 6.097)
O (1.110, -1.214, 2.345)
C (1.871, -0.529, 1.302)
C (1.398, -0.160, -0.220)
O (3.156, -0.202, 1.620)
H (0.774, -5.512, 1.560)
H (0.775, -4.039, 2.872)
H (1.774, -3.926, 1.274)
H (0.025, -2.810, 0.173)
H (-0.944, -4.432, 0.198)
H (-2.311, -3.735, 2.194)
H (-2.257, -2.217, 1.072)
H (-1.929, -1.672, 3.423)
H (-0.811, -0.532, 1.417)
H (-1.056, 0.001, 4.536)
H (-1.537, 1.004, 3.016)
H (1.663, 1.043, 3.586)
H (0.355, 2.495, 3.298)
H (1.125, 2.702, 5.687)
H (-0.556, 1.701, 5.852)
H (0.647, 0.763, -0.120)
H (0.832, -1.023, -0.790)
H (2.281, 0.176, -0.918)
C (0.351, 1.276, -5.548)
C (0.201, 2.368, -4.700)
C (-0.150, 2.130, -3.380)
N (-0.359, 0.897, -2.869)
C (-0.209, -0.143, -3.717)
C (0.143, -0.006, -5.051)
H (0.626, 1.423, -6.588)
H (0.355, 3.380, -5.057)
H (-0.275, 2.949, -2.678)
H (-0.385, -1.123, -3.283)
H (0.252, -0.878, -5.686)
C (4.649, 2.958, -1.934)
C (4.928, 4.250, -2.367)
C (4.560, 4.604, -3.655)
N (3.950, 3.765, -4.520)
C (3.694, 2.516, -4.072)
C (4.019, 2.071, -2.801)
H (4.921, 2.645, -0.931)
H (5.418, 4.965, -1.716)
H (4.753, 5.602, -4.038)
H (3.204, 1.860, -4.787)
H (3.788, 1.057, -2.494)
C (-3.911, -8.430, 1.318)
C (-4.704, -7.293, 1.433)
C (-4.201, -6.092, 0.959)
N (-2.982, -5.959, 0.393)
C (-2.234, -7.080, 0.296)
C (-2.650, -8.325, 0.738)
H (-4.271, -9.389, 1.677)
H (-5.690, -7.341, 1.881)
H (-4.784, -5.177, 1.023)
H (-1.257, -6.946, -0.160)
H (-2.008, -9.192, 0.633)
C (-1.456, 6.809, 0.671)
C (-1.514, 5.531, 1.217)
C (-1.421, 4.446, 0.360)
N (-1.282, 4.557, -0.979)
C (-1.231, 5.810, -1.481)
C (-1.311, 6.955, -0.704)
H (-1.524, 7.683, 1.312)
H (-1.628, 5.383, 2.285)
H (-1.458, 3.429, 0.738)
H (-1.121, 5.873, -2.560)
H (-1.263, 7.937, -1.161)



# 3
ORCA calculation (ωB97M-V/def2-TZVPD) on C29H38HgN4O2P2 as an isolated structure in a non-equilibrium geometry.

Values from the calculation:
LUMO level: -0.82 eV
Largest force on an atom: 2.32 eV/A
Relative energy (zero: lowest compared OMol25 entry of this formula, charge and spin): 0.00 kcal per mole
HOMO energy: -0.2857 Ha
Energy: -63491.933 eV
Net charge: 0

Geometry (Å):
Hg (-0.173, 1.374, 2.107)
C (-1.823, 1.908, -4.345)
C (-1.920, 0.627, -3.991)
C (-1.208, -0.516, -4.647)
C (0.273, -0.182, -5.002)
C (0.983, 0.643, -3.953)
C (1.041, 1.976, -4.014)
C (0.440, 2.764, -5.154)
C (-1.024, 2.386, -5.502)
C (1.191, 1.120, 3.766)
H (-2.421, 2.682, -3.862)
H (-2.610, 0.283, -3.246)
H (-1.708, -0.836, -5.598)
H (-1.220, -1.385, -3.940)
H (0.788, -1.158, -5.120)
H (0.271, 0.265, -6.019)
H (1.533, 0.051, -3.218)
H (1.594, 2.565, -3.284)
H (0.986, 2.654, -6.113)
H (0.467, 3.833, -4.871)
H (-1.497, 3.307, -5.847)
H (-1.046, 1.689, -6.351)
H (0.736, 1.576, 4.661)
H (2.219, 1.482, 3.605)
H (1.190, 0.035, 3.888)
P (1.857, -0.409, 1.055)
P (-1.315, -0.838, 1.144)
N (2.905, 0.900, 0.561)
N (3.027, -1.586, 1.564)
N (-2.217, 0.473, 0.322)
N (-2.673, -1.759, 1.595)
C (1.034, -1.065, -0.425)
C (-0.361, -1.692, -0.128)
C (2.789, 2.205, 1.078)
C (3.720, 3.021, 0.479)
C (4.471, 2.212, -0.432)
C (3.971, 0.916, -0.358)
C (3.816, -1.489, 2.738)
C (4.396, -2.720, 2.984)
C (3.983, -3.610, 1.942)
C (3.158, -2.903, 1.090)
C (-2.286, 1.780, 0.866)
C (-2.602, 2.670, -0.157)
C (-2.718, 1.922, -1.341)
C (-2.448, 0.588, -1.033)
C (-3.877, -1.950, 0.892)
C (-4.697, -2.774, 1.651)
C (-3.979, -3.132, 2.838)
C (-2.740, -2.531, 2.767)
H (1.709, -1.839, -0.800)
H (0.974, -0.266, -1.187)
H (-0.993, -1.757, -1.024)
H (-0.205, -2.712, 0.264)
H (2.075, 2.430, 1.863)
H (3.842, 4.080, 0.680)
H (5.285, 2.572, -1.050)
H (4.281, 0.007, -0.852)
H (3.879, -0.553, 3.277)
H (5.045, -2.970, 3.813)
H (4.256, -4.656, 1.848)
H (2.653, -3.206, 0.186)
H (-2.385, 1.947, 1.947)
H (-2.719, 3.738, -0.050)
H (-2.915, 2.344, -2.316)
H (-2.363, -0.305, -1.642)
H (-4.016, -1.496, -0.072)
H (-5.688, -3.105, 1.387)
H (-4.317, -3.770, 3.641)
H (-1.902, -2.523, 3.440)
C (-1.786, -0.903, 6.443)
C (-1.186, -0.593, 5.091)
O (-0.605, -1.567, 4.486)
O (-1.314, 0.613, 4.672)
H (-1.265, -1.713, 6.962)
H (-2.840, -1.178, 6.305)
H (-1.772, 0.008, 7.045)



# 4
ORCA calculation (ωB97M-V/def2-TZVPD) on C29H38InN6O6STe as an isolated structure.

Values from the calculation:
LUMO level: 2.23 eV
Largest force on an atom: 0.82 eV/A
Relative energy (zero: lowest compared OMol25 entry of this formula, charge and spin): 49.89 kcal per mole
HOMO energy: -0.1443 Ha
Energy: -75216.448 eV
Net charge: -1

Geometry (Å):
In (-0.286, 1.973, 0.089)
C (0.572, 0.778, -3.630)
N (-0.405, 1.768, -3.157)
C (-0.048, 3.144, -3.554)
C (1.367, 3.540, -3.113)
C (1.354, 4.736, -2.176)
N (0.419, 4.458, -1.078)
C (0.292, 5.335, -0.161)
C (-0.709, 5.329, 0.905)
C (-0.648, 6.352, 1.863)
C (-1.583, 6.472, 2.864)
C (-2.630, 5.537, 2.910)
C (-2.724, 4.526, 1.977)
C (-1.768, 4.379, 0.945)
O (-1.880, 3.408, 0.062)
C (-1.774, 1.456, -3.601)
C (-2.755, 1.390, -2.447)
C (-2.464, 0.213, -1.483)
N (-2.134, 0.638, -0.115)
C (-2.852, 0.181, 0.837)
C (-2.754, 0.433, 2.262)
C (-3.736, -0.180, 3.068)
C (-3.778, -0.017, 4.429)
C (-2.798, 0.803, 5.025)
C (-1.825, 1.411, 4.272)
C (-1.744, 1.238, 2.860)
O (-0.779, 1.795, 2.212)
H (0.799, 0.914, -4.701)
H (0.173, -0.226, -3.483)
H (1.496, 0.836, -3.059)
H (-0.780, 3.797, -3.076)
H (-0.154, 3.265, -4.641)
H (2.004, 3.732, -3.977)
H (1.822, 2.720, -2.568)
H (1.024, 5.628, -2.717)
H (2.361, 4.936, -1.807)
H (0.938, 6.219, -0.175)
H (0.168, 7.067, 1.797)
H (-1.514, 7.265, 3.597)
H (-3.372, 5.603, 3.698)
H (-3.517, 3.789, 2.022)
H (-1.762, 0.500, -4.123)
H (-2.107, 2.199, -4.330)
H (-3.765, 1.301, -2.850)
H (-2.723, 2.329, -1.886)
H (-1.608, -0.368, -1.841)
H (-3.323, -0.457, -1.458)
H (-3.676, -0.474, 0.556)
H (-4.481, -0.801, 2.579)
H (-4.542, -0.500, 5.025)
H (-2.809, 0.955, 6.100)
H (-1.069, 2.042, 4.725)
C (3.761, -8.570, -0.556)
C (3.045, -7.216, -0.517)
S (2.647, -6.821, 1.168)
O (1.645, -7.767, 1.611)
O (3.895, -6.699, 1.884)
C (1.880, -5.229, 1.056)
C (2.528, -4.284, 0.032)
N (2.005, -2.939, 0.152)
C (0.808, -2.476, -0.341)
N (0.446, -1.303, 0.044)
C (1.472, -0.820, 0.998)
C (2.552, -1.863, 0.922)
N (3.840, -1.595, 0.955)
O (4.728, -2.419, 0.547)
O (4.167, -0.423, 1.370)
C (0.003, -3.325, -1.274)
H (4.097, -8.783, -1.571)
H (3.096, -9.371, -0.230)
H (4.633, -8.561, 0.102)
H (2.094, -7.230, -1.057)
H (3.677, -6.405, -0.889)
H (1.973, -4.820, 2.065)
H (0.829, -5.440, 0.846)
H (2.350, -4.643, -0.979)
H (3.596, -4.214, 0.194)
H (1.020, -0.679, 1.985)
H (0.550, -3.524, -2.199)
H (-0.923, -2.806, -1.508)
H (-0.244, -4.289, -0.817)
Te (2.318, 1.149, 0.531)



# 5
ORCA calculation (ωB97M-V/def2-TZVPD) on C29H38N4O9S5Y as an isolated structure in a non-equilibrium geometry.

Values from the calculation:
LUMO level: 1.34 eV
Largest force on an atom: 3.86 eV/A
Relative energy (zero: lowest compared OMol25 entry of this formula, charge and spin): 25.62 kcal per mole
HOMO energy: -0.0886 Ha
Energy: -110301.328 eV
Net charge: -1

Geometry (Å):
Y (-0.601, -0.199, 1.004)
C (2.906, 3.017, -0.741)
N (1.905, 3.494, 0.133)
C (1.869, 4.992, 0.224)
C (1.039, 2.611, 0.693)
O (1.002, 1.387, 0.331)
C (-0.172, 3.194, 1.541)
O (-0.826, 2.107, 2.218)
C (-0.999, 2.052, 3.704)
C (-1.114, 0.628, 4.150)
O (-0.979, -0.212, 3.218)
N (-1.377, 0.156, 5.383)
C (-1.651, 0.930, 6.552)
C (-1.133, -1.254, 5.663)
H (2.803, 1.905, -0.812)
H (3.845, 3.282, -0.308)
H (2.818, 3.343, -1.781)
H (0.992, 5.241, 0.741)
H (1.899, 5.435, -0.796)
H (2.686, 5.344, 0.872)
H (-0.867, 3.685, 0.894)
H (0.208, 3.950, 2.271)
H (-1.851, 2.748, 4.052)
H (0.012, 2.360, 4.041)
H (-2.061, 1.901, 6.331)
H (-0.734, 1.002, 7.206)
H (-2.395, 0.398, 7.239)
H (-0.298, -1.663, 5.091)
H (-2.017, -1.870, 5.399)
H (-0.906, -1.440, 6.783)
O (-2.021, -2.967, -1.499)
C (-1.980, -2.809, -0.285)
O (-0.912, -2.386, 0.331)
C (-3.245, -3.117, 0.584)
C (-2.890, -3.657, 1.970)
C (-4.077, -4.384, 2.664)
C (-5.170, -3.308, 2.659)
C (-4.362, -2.014, 2.393)
O (-3.029, -2.365, 2.762)
C (-4.254, -1.944, 0.845)
C (-3.790, -0.554, 0.311)
O (-4.504, 0.082, -0.452)
O (-2.742, 0.004, 0.875)
H (-3.712, -3.896, 0.041)
H (-1.835, -4.055, 2.083)
H (-4.398, -5.303, 2.251)
H (-3.787, -4.612, 3.685)
H (-5.988, -3.561, 1.911)
H (-5.619, -3.340, 3.602)
H (-4.796, -1.170, 2.916)
H (-5.274, -2.226, 0.429)
S (7.076, 0.092, 0.889)
C (5.680, -0.759, 0.999)
S (5.075, -1.732, -0.358)
C (3.334, -1.836, 0.177)
C (3.165, -1.405, 1.523)
S (1.719, -1.487, 2.381)
S (4.602, -0.659, 2.355)
S (2.156, -2.525, -0.776)
C (3.194, -0.092, -7.109)
C (2.561, -0.915, -6.053)
N (2.188, -0.179, -4.851)
C (3.091, -0.009, -3.734)
C (4.547, 0.303, -4.009)
C (1.058, 0.571, -4.977)
O (0.693, 1.075, -6.034)
C (0.146, 0.811, -3.771)
C (-0.972, 1.589, -4.030)
C (-2.104, 1.625, -3.225)
C (-1.986, 0.950, -1.966)
N (-0.819, 0.360, -1.601)
C (0.131, 0.207, -2.498)
H (3.390, -0.695, -8.023)
H (4.177, 0.271, -6.740)
H (2.522, 0.739, -7.389)
H (3.191, -1.748, -5.737)
H (1.673, -1.408, -6.423)
H (3.055, -0.921, -3.082)
H (2.644, 0.837, -3.179)
H (5.009, -0.571, -4.394)
H (5.117, 0.580, -3.097)
H (4.715, 1.104, -4.721)
H (-0.878, 2.123, -4.952)
H (-2.942, 2.324, -3.519)
H (-2.783, 0.782, -1.308)
H (0.956, -0.344, -2.140)



# 6
ORCA calculation (ωB97M-V/def2-TZVPD) on C29H39AlBeBr2F4Li2N2O10PS2 as an isolated structure in a non-equilibrium geometry.

Values from the calculation:
LUMO level: -5.03 eV
Largest force on an atom: 3.35 eV/A
HOMO energy: -0.3732 Ha
Energy: -243475.621 eV
Net charge: +1

Geometry (Å):
O (1.292, 4.796, 2.745)
S (0.320, 5.025, 1.736)
O (-0.299, 6.304, 1.913)
C (-0.853, 3.699, 1.689)
C (-1.690, 4.033, 0.503)
N (-0.962, 4.018, -0.777)
C (-1.723, 4.321, -1.759)
S (-3.343, 4.611, -1.306)
C (-3.152, 3.558, 0.268)
C (-4.149, 3.864, 1.348)
C (-4.202, 5.323, 1.779)
C (-5.537, 6.020, 1.598)
Br (-7.023, 5.076, 2.433)
C (-3.036, 2.063, -0.209)
C (-4.122, 1.088, 0.314)
C (-3.541, -0.146, 1.008)
C (-3.348, -1.309, 0.327)
C (-2.806, -2.403, 0.960)
C (-2.461, -2.288, 2.257)
C (-2.641, -1.132, 2.942)
C (-3.189, -0.044, 2.316)
H (0.950, 5.008, 0.522)
H (-1.352, 3.686, 2.655)
H (-0.253, 2.810, 1.522)
H (-1.828, 5.116, 0.639)
H (0.052, 3.822, -0.863)
H (-1.374, 4.369, -2.775)
H (-5.118, 3.576, 0.929)
H (-4.004, 3.144, 2.320)
H (-3.479, 5.959, 1.276)
H (-3.946, 5.338, 2.835)
H (-5.441, 6.988, 2.063)
H (-5.688, 6.201, 0.539)
H (-3.009, 1.974, -1.286)
H (-2.069, 1.693, 0.119)
H (-4.833, 1.538, 0.993)
H (-4.673, 0.683, -0.529)
H (-3.625, -1.330, -0.725)
H (-2.642, -3.302, 0.382)
H (-2.007, -3.129, 2.756)
H (-2.355, -1.014, 3.973)
H (-3.318, 0.900, 2.826)
Br (-3.340, 2.924, 4.096)
C (0.610, -5.320, -1.891)
C (-0.574, -4.404, -2.069)
O (-1.537, -4.964, -1.144)
C (-0.833, -5.645, -0.224)
O (-1.324, -6.105, 0.798)
O (0.416, -5.766, -0.523)
H (1.566, -4.821, -2.007)
H (0.575, -6.189, -2.554)
H (-0.369, -3.361, -1.767)
H (-0.959, -4.403, -3.086)
Li (-1.527, -1.592, -0.930)
N (2.639, -3.666, 0.105)
C (2.011, -2.792, 0.890)
C (2.652, -1.841, 1.661)
C (4.038, -1.798, 1.624)
C (4.711, -2.696, 0.817)
C (3.970, -3.605, 0.077)
H (0.923, -2.873, 0.886)
H (2.089, -1.153, 2.276)
H (4.579, -1.073, 2.213)
H (5.791, -2.688, 0.760)
H (4.458, -4.323, -0.572)
C (8.479, -0.018, -1.751)
C (9.846, -0.228, -1.862)
C (10.347, -1.520, -1.952)
C (9.480, -2.603, -1.941)
C (8.113, -2.393, -1.834)
C (7.612, -1.101, -1.735)
H (8.087, 0.989, -1.677)
H (10.523, 0.617, -1.877)
H (11.415, -1.682, -2.032)
H (9.870, -3.610, -2.015)
H (7.435, -3.238, -1.826)
H (6.545, -0.936, -1.646)
O (3.953, 2.638, 0.283)
P (3.549, 3.594, -0.820)
O (4.382, 3.259, -2.049)
O (3.822, 5.014, -0.333)
O (2.038, 3.471, -1.121)
O (-8.842, 4.303, -0.287)
H (-8.041, 4.751, 0.095)
H (-9.631, 4.877, -0.220)
H (-8.989, 3.440, 0.150)
Li (-2.383, -7.461, 1.371)
F (-0.607, -9.001, -2.050)
Al (-0.218, -8.901, -3.701)
F (1.100, -9.865, -4.040)
F (0.149, -7.258, -4.022)
F (-1.554, -9.357, -4.605)
Be (-0.572, -0.136, 1.805)